A molecular structure, C9H15FN2O in a non-equilibrium geometry, computed with wB97M-V/def2-TZVPD.

CARTESIAN COORDINATES (ANGSTROEM)
C 4.9012 -0.4455 0.0508
C 1.4198 0.4347 -0.1554
C 0.0862 -0.3432 -0.2247
C -0.7446 0.0333 -1.4276
C -2.0063 1.5549 -0.1473
C -1.3085 1.2051 1.2354
C -0.8517 -0.3111 0.9763
C -2.0049 -1.3096 0.6960
C -2.6389 -0.7162 -0.4389
H 5.5600 0.3228 0.6858
H 4.7446 -1.6283 0.5899
H 5.6479 -0.6574 -1.1115
H 0.4045 -1.3200 -0.4915
H -0.8225 -0.8740 -2.1486
H -0.3147 0.7836 -2.0968
H -3.0672 1.9554 0.1716
H -1.2834 2.2619 -0.5283
H -2.1196 0.9824 1.9287
H -0.4680 1.8289 1.4954
H -0.4165 -0.6551 1.8702
H -2.5147 -1.4474 1.6908
H -1.4304 -2.1812 0.4307
H -3.5579 -0.3279 -0.2823
H -2.9296 -1.3985 -1.3718
N 2.4902 -0.3432 -0.2597
N -1.9926 0.4456 -1.0292
O 3.7289 0.3888 0.0456
F 1.4888 1.7612 -0.1535

Computed properties:
strongest force on any atom	5.775	eV/A
E	-17315.0808	eV
LUMO	0.8745	eV
relative energy (zero: lowest compared OMol25 entry of this formula, charge and spin)	103.0	kcal/mol
frontier orbital gap	9.3367	eV

Mulliken population analysis, charges in e, atoms 1 to 2: C -0.503; C -0.322



A molecular structure, C9H15FeO9 in a non-equilibrium geometry, computed with wB97M-V/def2-TZVPD.

CARTESIAN COORDINATES (ANGSTROEM)
Fe -0.8862 -0.4728 0.0792
C -2.3951 1.5730 -3.1060
C -1.9009 0.7742 -1.9573
O -0.8584 0.9902 -1.3481
O -2.4211 -0.2174 -1.4932
H -3.0981 0.9665 -3.6770
H -1.5430 1.9850 -3.6467
H -3.0076 2.3857 -2.7155
C 0.7312 -4.0785 -0.5330
C 0.0702 -2.7404 -0.3142
O -0.1236 -1.9466 -1.2500
O -0.4595 -2.3823 0.7393
H 0.7476 -4.4841 -1.5446
H 0.3254 -4.8895 0.0717
H 1.7706 -3.9893 -0.2171
C -2.4519 1.4469 3.3385
C -1.9702 0.7185 2.0693
O -0.8658 0.9942 1.6085
O -2.4332 -0.2563 1.5230
H -2.4558 0.8290 4.2364
H -3.4836 1.7398 3.1437
H -1.7609 2.2682 3.5287
C 2.0290 2.0551 2.1260
O 2.7368 1.7162 0.8898
C 2.2793 0.7069 0.1455
O 1.2378 0.0707 0.2736
O 3.1418 0.4742 -0.8897
C 2.9420 -0.4902 -1.9409
H 2.6224 2.7187 2.7549
H 1.7352 1.1727 2.6944
H 1.1410 2.6710 1.9845
H 3.3945 -1.4600 -1.7342
H 3.3340 -0.1319 -2.8928
H 1.8760 -0.7177 -1.9467

Computed properties:
2S+1	6
strongest force on any atom	6.125	eV/A
E	-62391.9788	eV
LUMO (spin up / spin down)	0.6907 / -0.8059	eV
relative energy (zero: lowest compared OMol25 entry of this formula, charge and spin)	42.0	kcal/mol
frontier orbital gap (spin up / spin down)	10.2934 / 8.7660	eV

Mulliken population analysis, charges in e, atoms 1 to 2: Fe 0.303; C -1.238



A molecular structure, C9H15HgN2, computed with wB97M-V/def2-TZVPD.

CARTESIAN COORDINATES (ANGSTROEM)
Hg -1.0286 0.5465 2.0606
N -1.9938 0.7447 -0.8290
C -3.0064 -0.2583 -1.1750
C -2.3976 -1.6173 -1.5109
C -1.9173 -2.4604 -0.3339
N -0.7375 -1.8980 0.3255
H -2.4171 1.6648 -0.8141
H -1.2695 0.7604 -1.5381
H -3.6049 0.0578 -2.0399
H -3.6870 -0.3533 -0.3248
H -1.5601 -1.4668 -2.2029
H -3.1580 -2.1997 -2.0347
H -1.7294 -3.4735 -0.7164
H -2.7121 -2.5418 0.4126
H -0.0291 -1.6585 -0.3595
H -0.3300 -2.5869 0.9463
C 3.9066 1.9275 0.5817
C 3.6825 1.6237 1.9169
C 2.4398 1.1479 2.3264
C 1.4451 0.9671 1.3883
C 1.6590 1.2498 0.0548
C 2.8979 1.7374 -0.3517
H 4.8721 2.3019 0.2662
H 4.4638 1.7773 2.6511
H 2.2731 0.9254 3.3736
H 0.8761 1.0965 -0.6796
H 3.0626 1.9858 -1.3933

Computed properties:
2S+1	2
strongest force on any atom	0.910	eV/A
E	-16729.1975	eV
LUMO (spin up / spin down)	0.8913 / -0.6375	eV
relative energy (zero: lowest compared OMol25 entry of this formula, charge and spin)	2.4	kcal/mol
frontier orbital gap (spin up / spin down)	7.8519 / 7.4944	eV

Mulliken population analysis, charges in e, atoms 1 to 2: Hg 0.076; N -0.403



C9H15I in the gas phase in a non-equilibrium geometry, computed with wB97M-V/def2-TZVPD.

CARTESIAN COORDINATES (ANGSTROEM)
C -1.9437 -0.0973 -1.1883
C -0.7728 0.7478 -0.6794
I -1.2881 2.7924 -1.0735
C 0.6463 0.2406 -0.5480
C 1.7748 1.1848 -0.7389
C 0.8395 -1.2226 -0.8562
C 0.1552 -2.0599 0.2021
C -0.4607 -1.0480 1.2471
C -0.1892 0.3886 0.7019
C 0.0895 1.4050 1.7921
H -2.9469 0.2672 -0.7897
H -1.8012 -1.1272 -1.0927
H -2.1395 0.1970 -2.2186
H 1.3846 2.1081 -0.6948
H 2.2635 1.2250 -1.6484
H 2.4589 0.8930 0.0559
H 1.9515 -1.4605 -0.7718
H 0.6921 -1.5446 -1.9743
H -0.4936 -2.8263 -0.2165
H 0.8517 -2.8877 0.6902
H -1.4941 -1.1865 1.4415
H -0.0154 -0.9834 2.2385
H 0.1975 2.4368 1.3517
H 0.9713 1.2324 2.2864
H -0.7308 1.3254 2.4839

Computed properties:
strongest force on any atom	3.869	eV/A
E	-17675.1311	eV
LUMO	0.6092	eV
relative energy (zero: lowest compared OMol25 entry of this formula, charge and spin)	1.3	kcal/mol
frontier orbital gap	9.6073	eV

Mulliken population analysis, charges in e, atoms 1 to 2: C -1.820; C -0.146



A gas-phase ion, C9H15N2 (charge +1) in a non-equilibrium geometry, computed with wB97M-V/def2-TZVPD.

CARTESIAN COORDINATES (ANGSTROEM)
C -3.3957 0.7513 0.1893
C -3.0525 -0.2800 1.1474
C -2.4631 1.3462 -0.5279
C -1.8700 -0.8427 1.0421
C -1.1096 0.8320 -0.6731
C -0.3412 -1.7155 -0.9433
C -0.9273 -0.6021 -0.0883
C 1.5951 -0.4405 -0.4946
C 2.4217 0.0515 0.7271
N 0.4273 -1.1203 0.1198
N 3.6058 0.7882 0.5004
H -4.4303 1.0844 0.0925
H -3.7653 -0.4676 1.9327
H -2.6926 2.2892 -1.1126
H -1.6245 -1.6683 1.7190
H -1.1970 0.7244 -1.8491
H -0.2585 1.4530 -0.3964
H -0.5392 -2.8173 -0.8375
H -0.0353 -1.3801 -1.9416
H 1.3102 0.3568 -1.2482
H 2.2788 -1.0372 -1.1484
H 2.5473 -0.9844 1.2646
H 1.7796 0.7181 1.2995
H 3.9591 1.5726 1.2334
H 3.4665 1.2440 -0.3386
H 4.3107 0.1442 0.3316

Computed properties:
2S+1	3
strongest force on any atom	8.723	eV/A
E	-12542.7081	eV
total charge	+1
LUMO (spin up / spin down)	-3.9966 / -4.5848	eV
relative energy (zero: lowest compared OMol25 entry of this formula, charge and spin)	64.2	kcal/mol
frontier orbital gap (spin up / spin down)	3.7122 / 8.1184	eV

Mulliken population analysis, charges in e, atoms 1 to 2: C -0.287; C -0.429



A gas-phase ion, C9H15N2S (charge +1) in a non-equilibrium geometry, computed with wB97M-V/def2-TZVPD.

CARTESIAN COORDINATES (ANGSTROEM)
C 3.9735 0.6581 1.0535
C 2.7458 1.0821 0.5102
C 4.1599 -0.6736 0.7910
C 2.1552 0.0429 -0.2630
C -1.3029 1.1938 -0.9888
C -2.0567 0.8443 0.3277
C 0.8875 0.1947 -0.8526
C -3.0854 -1.1110 -0.6338
C -1.2943 -1.4024 0.9218
N 0.1378 1.2832 -0.7513
N -2.4270 -0.5172 0.4956
S 2.9944 -1.4384 -0.1524
H 4.5802 1.2529 1.7291
H 2.6128 2.1386 0.3940
H 5.0332 -1.2517 0.9128
H -1.6050 0.4635 -1.6142
H -1.5788 2.0811 -1.4947
H -1.5533 1.2473 1.2133
H -2.9620 1.3550 0.2305
H 0.4846 -0.6590 -1.3592
H -3.5036 -2.0996 -0.3960
H -3.7773 -0.4307 -1.1870
H -2.2132 -1.4379 -1.3821
H -1.6212 -2.3590 1.4011
H -0.6564 -1.6619 -0.0110
H -0.5729 -1.0102 1.5888
H 0.4452 2.2151 -0.4833

Computed properties:
strongest force on any atom	3.648	eV/A
E	-23383.0863	eV
total charge	+1
LUMO	-5.0332	eV
relative energy (zero: lowest compared OMol25 entry of this formula, charge and spin)	36.0	kcal/mol
frontier orbital gap	6.7803	eV

Mulliken population analysis, charges in e, atoms 1 to 2: C -0.659; C -0.442



C9H15N3O6 in the gas phase in a non-equilibrium geometry, computed with wB97M-V/def2-TZVPD.

CARTESIAN COORDINATES (ANGSTROEM)
N 0.9405 -3.4948 1.9466
C 0.6705 -2.4958 1.1146
O -0.4389 -1.9527 0.9744
C 1.9009 -2.1874 0.1941
C 1.5870 -1.3217 -0.9741
C 1.3111 0.1180 -0.7156
N 0.3470 0.8198 -1.6409
C -0.6340 1.5544 -1.0141
O -0.8754 2.6541 -1.5414
C -1.2806 0.9185 0.2210
N -0.3603 1.3040 1.3119
C -2.7754 1.3315 0.3034
C -3.6436 0.9410 -1.0130
O -4.4478 0.0715 -1.0654
O -3.3665 1.7574 -2.0187
C 2.4532 1.0200 -0.4157
O 3.5520 1.1065 -1.0406
O 2.3365 1.9050 0.5877
H 2.0060 -3.8229 2.0509
H 0.3936 -3.9986 2.6526
H 2.4075 -3.1415 -0.0164
H 2.6834 -1.5506 0.8177
H 2.4227 -1.1902 -1.6582
H 0.6914 -1.5884 -1.4827
H 0.6522 0.0684 0.1296
H 0.6780 1.1798 -2.4949
H -1.0663 -0.1464 0.1146
H 0.0486 0.4545 1.7225
H -0.8519 1.9278 2.0539
H -3.3177 1.1842 1.2400
H -2.8912 2.3982 0.3372
H -2.6887 2.4437 -1.7977
H 1.5562 1.7326 1.1168

Computed properties:
strongest force on any atom	5.802	eV/A
E	-26331.0941	eV
LUMO	0.1046	eV
relative energy (zero: lowest compared OMol25 entry of this formula, charge and spin)	75.8	kcal/mol
frontier orbital gap	10.0728	eV

Mulliken population analysis, charges in e, atoms 1 to 2: N -0.409; C 0.643



C9H15N5 in the gas phase in a non-equilibrium geometry, computed with wB97M-V/def2-TZVPD.

CARTESIAN COORDINATES (ANGSTROEM)
C -1.4031 -0.3749 -0.0929
C -1.7192 1.1856 0.0039
C -3.5447 -0.1709 -0.0599
C 1.0866 -0.6453 0.2695
C 1.5121 0.5385 -0.5043
C 2.0025 -1.9172 0.0188
C 1.2195 -0.4132 1.8180
C 1.5560 0.6246 -1.9702
C 2.3972 1.5139 0.2505
N -0.2855 -0.9890 0.0094
N -2.5839 -1.0229 -0.2173
N -0.9160 2.0790 -0.0241
N -3.1676 1.1472 0.0967
N -4.7742 -0.6018 0.2224
H 2.3983 -2.1561 -0.9467
H 1.4388 -2.7767 0.0699
H 2.6802 -1.9213 0.8346
H 0.4032 0.1946 2.0951
H 2.2380 -0.0489 2.2198
H 1.0868 -1.4109 2.3629
H 0.7312 -0.0024 -2.4528
H 2.4588 0.3246 -2.5854
H 1.3249 1.5896 -2.4592
H 3.3213 1.5630 -0.3855
H 2.5669 1.1083 1.2485
H 1.9989 2.5888 0.2715
H -3.6714 1.7893 -0.3545
H -4.6260 -1.5998 0.1299
H -5.7292 -0.1956 0.1314

Computed properties:
strongest force on any atom	4.478	eV/A
E	-17021.6764	eV
LUMO (spin up / spin down)	-0.8287 / 0.5791	eV
relative energy (zero: lowest compared OMol25 entry of this formula, charge and spin)	78.6	kcal/mol
frontier orbital gap (spin up / spin down)	6.1259 / 8.8221	eV

Mulliken population analysis, charges in e, atoms 1 to 2: C 0.590; C 0.540



What is the strongest force on any atom in the second record?
6.125 eV/A